No. 1
Density functional theory data (ωB97M-V/def2-TZVPD) for a molecular structure, C36H74FeN4O4 at a distorted geometry.

XYZ file:
```
119
Properties=species:S:1:pos:R:3:lowdin_charge:R:1
Fe 0.21352 0.49193 0.26438 0.85
C -1.50333 -3.04567 1.53878 -0.02
C -1.07154 -2.54711 2.98351 -0.40
C -0.36527 -3.76900 3.63198 -0.16
C 0.40180 -3.50486 4.87672 -0.21
C 1.31356 -2.35523 4.72119 -0.19
C 0.78906 -1.08517 4.11924 -0.49
N -0.01779 -1.42863 2.95096 -0.10
O -0.43018 -0.29613 2.09796 -0.31
C 1.95089 -0.10646 3.88697 -0.04
C 0.07223 -0.41817 5.39583 -0.04
C -2.29717 -2.11028 3.83072 -0.03
H -0.69941 -3.59572 1.04965 0.04
H -1.75039 -2.25975 0.82505 0.05
H -2.37732 -3.69693 1.52833 0.09
H 0.22807 -4.32915 2.90930 0.11
H -1.11922 -4.40877 4.09063 0.12
H 0.98302 -4.40107 5.09370 0.12
H -0.33570 -3.29511 5.65143 0.11
H 2.18443 -2.66165 4.14171 0.12
H 1.64681 -2.18743 5.74535 0.12
H 2.65680 -0.58504 3.20819 0.05
H 2.51584 0.04389 4.80693 0.09
H 1.70897 0.83300 3.38999 0.06
H -0.68933 -1.01025 5.90335 0.06
H -0.44577 0.49918 5.11610 0.07
H 0.73314 -0.12794 6.21257 0.07
H -3.17442 -2.62445 3.43809 0.07
H -2.62597 -1.07366 3.75722 0.08
H -2.23175 -2.31452 4.89941 0.06
C -4.35458 2.05809 0.16563 -0.06
C -3.96525 0.88227 -0.68929 -0.51
C -5.24219 0.60543 -1.52643 -0.15
C -5.47997 1.46144 -2.80800 -0.16
C -4.17389 1.40702 -3.62066 -0.18
C -2.90075 1.83691 -2.88973 -0.44
N -2.77955 1.05569 -1.60807 -0.09
O -1.43691 1.01873 -0.95470 -0.32
C -2.98022 3.40958 -2.65456 -0.03
C -1.75775 1.62920 -3.97192 -0.03
C -3.89177 -0.32841 0.23742 -0.05
H -4.81862 2.91055 -0.33040 0.07
H -3.48857 2.49307 0.66454 0.07
H -4.88094 1.73973 1.06547 0.09
H -6.09675 0.57339 -0.85056 0.11
H -5.18258 -0.44602 -1.80746 0.11
H -5.58418 2.49698 -2.48413 0.09
H -6.43561 1.38060 -3.32599 0.11
H -4.33320 1.88776 -4.58586 0.12
H -4.05617 0.35757 -3.89067 0.11
H -2.11116 4.06669 -2.68696 0.05
H -3.53689 3.59849 -1.73667 0.05
H -3.52272 3.82995 -3.50136 0.07
H -0.83415 1.46219 -3.41769 0.04
H -1.67020 2.61810 -4.42191 0.07
H -1.90398 0.93539 -4.79978 0.07
H -4.88634 -0.68451 0.50595 0.09
H -3.14540 -0.20608 1.02233 0.07
H -3.51580 -1.15851 -0.36063 0.07
C 2.05201 4.41890 1.42734 -0.02
C 1.00509 3.59296 0.62976 -0.41
C 0.41153 4.59303 -0.41230 -0.14
C 1.21133 4.81067 -1.69959 -0.18
C 1.43036 3.44757 -2.27192 -0.15
C 2.18858 2.45992 -1.36898 -0.45
N 1.43706 2.29294 -0.08329 -0.12
O 2.01230 1.39192 0.78132 -0.06
C 2.22699 1.15976 -2.13269 -0.04
C 3.70399 2.87927 -1.22536 -0.01
C -0.18465 3.26771 1.56111 -0.03
H 2.80329 4.90198 0.80259 0.07
H 2.59514 3.80206 2.14331 0.08
H 1.58146 5.22511 1.99011 0.09
H -0.54367 4.22007 -0.78189 0.11
H 0.20444 5.57731 0.00772 0.12
H 2.20167 5.21184 -1.48419 0.10
H 0.55440 5.50864 -2.21862 0.12
H 1.99945 3.66690 -3.17532 0.13
H 0.44870 3.04988 -2.52938 0.11
H 3.12104 0.65227 -1.77041 0.07
H 1.38676 0.47788 -2.00170 0.05
H 2.41749 1.23773 -3.20308 0.10
H 4.25152 2.18903 -0.58357 0.08
H 4.12781 2.73936 -2.21980 0.09
H 3.97597 3.91517 -1.02281 0.07
H -0.50818 4.16539 2.08799 0.09
H 0.16217 2.63686 2.37955 0.07
H -1.02118 2.71638 1.13176 0.07
H 2.77297 1.87035 1.11907 0.11
C 2.37189 -3.53597 0.72185 0.00
C 2.86616 -2.45608 -0.36919 -0.40
C 4.03088 -2.97428 -1.35127 -0.09
C 3.49582 -3.71756 -2.62415 -0.16
C 2.34078 -2.94881 -3.24639 -0.19
C 1.16983 -2.71202 -2.37055 -0.43
N 1.71953 -1.92287 -1.16141 -0.10
O 0.66894 -1.42751 -0.48553 -0.08
C 0.08175 -1.79551 -3.16810 0.00
C 0.44545 -4.03999 -2.06756 -0.02
C 3.55087 -1.39393 0.53459 -0.05
H 1.34378 -3.32451 1.01571 0.04
H 2.95956 -3.60386 1.63735 0.08
H 2.31434 -4.46981 0.16261 0.06
H 4.56277 -2.06024 -1.61532 0.10
H 4.58063 -3.60756 -0.65498 0.11
H 3.19712 -4.71526 -2.30252 0.10
H 4.28432 -3.75941 -3.37556 0.11
H 1.94875 -3.43941 -4.13731 0.12
H 2.84257 -2.10961 -3.72809 0.12
H -0.21170 -2.22606 -4.12549 0.08
H -0.83070 -1.64359 -2.59150 0.08
H 0.62044 -0.89737 -3.47016 0.06
H 0.11133 -4.49685 -2.99909 0.09
H 0.98950 -4.81520 -1.52797 0.07
H -0.47613 -3.85226 -1.51662 0.08
H 4.40491 -1.83531 1.04828 0.09
H 2.90121 -0.93090 1.27732 0.05
H 4.11040 -0.64221 -0.02215 0.06
H 0.28167 -2.24604 -0.16671 0.07
```

Properties
- Net charge: 0
- Multiplicity: 5
- ΔE to the lowest compared entry with this formula, charge and spin: 101.42 kcal/mol
- Expectation value of S²: 6.0098
- HOMO energy (alpha / beta): -6.172 / -6.094 eV
- E: -3199.41836 Eh
- M: 682.857 g mol⁻¹

No. 2
Density functional theory data (ωB97M-V/def2-TZVPD) for 19 unconnected molecules or ions with the total composition C36H74N20O38S at a distorted geometry.

XYZ file:
```
169
Properties=species:S:1:pos:R:3:lowdin_charge:R:1
N -0.42462 6.12256 -0.07980 -0.03
C -1.28464 5.65781 -1.21515 -0.26
C -0.89192 4.19936 -1.77426 -0.14
C -1.22157 2.88548 -0.97734 0.02
C -0.88813 1.44959 -1.52518 -0.09
C -1.30489 0.20319 -0.58812 -0.16
C -1.05049 0.58779 0.96921 -0.21
C -1.15025 -0.71888 1.94272 -0.16
C -1.03395 -0.18367 3.47516 -0.16
O 0.30217 0.41017 3.65615 -0.11
C 0.19749 1.76041 4.09240 -0.22
O -0.01415 2.68013 3.22088 0.00
C -0.18727 1.25964 -2.92471 -0.16
C 0.17135 2.55792 -3.68312 -0.39
C -0.15440 3.98491 -3.14882 -0.02
S 1.03578 2.44467 -5.32396 0.88
C 1.77968 0.72995 -5.23822 -0.38
C 2.99493 0.37167 -6.16882 -0.08
C 3.66132 -1.04087 -6.19817 -0.07
C 3.01935 -2.10461 -5.23627 -0.09
C 1.82695 -1.74041 -4.28995 -0.02
C 1.17046 -0.30708 -4.26400 -0.19
N 0.03476 -0.12495 -3.35576 -0.01
H 0.37626 5.48378 0.02423 0.07
H -1.04306 6.06725 0.75382 0.06
H -2.37112 5.59669 -0.81983 0.12
H -1.28759 6.35655 -2.11901 0.10
H -1.73621 3.04430 0.04139 0.09
H -0.69310 -0.71901 -0.87037 0.10
H -2.43565 0.06975 -0.72078 0.12
H -1.86465 1.30423 1.35449 0.11
H 0.00435 1.02753 1.11795 0.12
H -0.33138 -1.46397 1.66909 0.11
H -2.21052 -1.16015 1.81631 0.10
H -1.09092 -1.11869 4.13375 0.12
H -1.86304 0.55870 3.74591 0.13
H 0.34221 2.05323 5.18576 0.16
H 0.09541 4.93221 -3.75609 0.06
H 3.40522 1.17448 -6.87810 0.07
H 4.55298 -1.31031 -6.86366 0.08
H 3.49054 -3.15124 -5.28161 0.08
H 1.44502 -2.60951 -3.64063 0.08
H -0.83471 -0.57935 -3.70271 0.10
C 3.74591 1.91249 4.09048 0.06
N 4.67188 2.68431 4.95869 -0.43
O 4.32740 3.81584 5.27931 0.03
O 5.70761 2.13226 5.28838 0.07
H 2.87144 2.52539 3.87885 0.08
H 4.27980 1.67209 3.17171 0.11
H 3.46302 1.01001 4.63220 0.11
C 6.31933 2.42515 -3.71445 0.04
N 5.80342 2.55405 -5.10202 -0.44
O 5.07862 3.50439 -5.34466 0.06
O 6.14446 1.69512 -5.89967 0.04
H 5.93698 3.25261 -3.11955 0.10
H 5.96774 1.47197 -3.32096 0.10
H 7.40721 2.45593 -3.76434 0.10
C 1.24293 8.16066 -5.92815 0.02
N 0.71087 7.22637 -4.89992 -0.42
O 0.13956 6.21989 -5.29559 0.04
O 0.88407 7.53336 -3.73164 0.07
H 1.01787 7.76235 -6.91266 0.08
H 0.75589 9.12264 -5.78036 0.10
H 2.31805 8.23456 -5.77856 0.10
C -2.21150 4.16053 5.35786 0.04
N -3.41732 3.56300 5.98919 -0.44
O -3.98131 2.66489 5.38247 0.05
O -3.75507 4.01509 7.06986 0.07
H -2.02674 3.66513 4.40657 0.07
H -2.40979 5.22128 5.20922 0.10
H -1.37352 4.00907 6.03768 0.10
C 3.58862 3.15146 8.37600 0.04
N 2.20486 2.70283 8.68175 -0.44
O 1.59695 3.30783 9.54881 0.07
O 1.77576 1.75541 8.03739 0.03
H 3.83518 3.99361 9.01725 0.06
H 4.25641 2.31262 8.56783 0.10
H 3.61324 3.44556 7.32706 0.07
C -3.41519 -3.49903 3.77130 0.06
N -3.47847 -3.83112 2.32416 -0.41
O -4.40287 -4.53302 1.94955 0.06
O -2.59590 -3.37420 1.61500 0.04
H -4.25709 -3.96910 4.27631 0.10
H -2.47061 -3.88345 4.15534 0.10
H -3.46733 -2.41425 3.86198 0.10
C 0.72839 -4.55579 0.89248 0.04
N 1.49892 -4.12644 2.08884 -0.45
O 0.92825 -4.16761 3.16841 0.05
O 2.64789 -3.76356 1.90317 0.06
H -0.27157 -4.84995 1.20624 0.08
H 0.68434 -3.70882 0.20853 0.10
H 1.25612 -5.39791 0.44602 0.10
C 4.66244 1.78668 -10.36583 0.04
N 3.27466 1.35720 -10.05442 -0.44
O 2.67033 1.98760 -9.20116 0.04
O 2.84032 0.40151 -10.67689 0.06
H 4.91387 2.64181 -9.74057 0.10
H 5.32264 0.94452 -10.15267 0.05
H 4.69382 2.05766 -11.42080 0.10
C 7.22517 5.07878 3.12259 0.05
N 7.16003 4.74576 1.67558 -0.45
O 6.23269 4.04440 1.30274 0.06
O 8.04160 5.19976 0.96522 0.06
H 6.38308 4.61091 3.62907 0.07
H 8.16872 4.69292 3.50652 0.10
H 7.17495 6.16324 3.21282 0.10
C 6.12165 4.46064 12.25381 0.05
N 5.59686 4.61400 10.87185 -0.43
O 4.86746 5.56657 10.65104 0.07
O 5.93604 3.77139 10.05584 0.05
H 5.74022 5.27552 12.86629 0.10
H 5.77585 3.49917 12.63156 0.10
H 7.20905 4.49602 12.19789 0.10
C -6.38361 -5.65941 0.04410 0.03
N -7.10303 -5.90083 -1.23408 -0.43
O -6.55707 -5.54003 -2.26318 0.07
O -8.19456 -6.44628 -1.15853 0.04
H -5.43564 -5.17255 -0.17259 0.08
H -7.01406 -5.01879 0.66005 0.11
H -6.22064 -6.62631 0.51661 0.06
C -4.10755 0.29239 -6.05595 0.05
N -3.25064 0.38749 -4.84580 -0.41
O -2.14463 -0.13221 -4.89870 0.04
O -3.71449 0.97795 -3.88794 0.09
H -3.56818 -0.25692 -6.82551 0.10
H -5.01837 -0.23366 -5.77251 0.10
H -4.32323 1.30791 -6.38607 0.10
C -3.26033 -9.48211 1.25110 0.05
N -4.44050 -8.59552 1.08043 -0.42
O -5.35469 -9.00363 0.38145 0.07
O -4.40960 -7.51766 1.65529 0.04
H -3.42550 -10.39895 0.68829 0.11
H -2.39038 -8.94759 0.87121 0.11
H -3.16004 -9.69592 2.31625 0.05
C 2.92307 10.94916 -9.16106 0.05
N 2.38004 9.99647 -8.15786 -0.41
O 1.81588 9.00182 -8.58162 0.07
O 2.54258 10.28624 -6.97981 0.05
H 2.70882 10.56864 -10.15805 0.10
H 2.43372 11.90911 -9.00070 0.10
H 3.99782 11.02061 -8.99783 0.10
C 7.54756 -2.41509 -8.95564 0.05
N 6.99090 -1.38515 -9.87103 -0.43
O 6.63743 -0.32558 -9.37503 0.04
O 6.92809 -1.67467 -11.05274 0.08
H 7.54304 -2.02163 -7.94059 0.10
H 6.91362 -3.29786 -9.03048 0.10
H 8.56456 -2.62929 -9.28205 0.10
C -10.61054 -7.35430 0.69042 0.04
N -10.83406 -7.65619 2.12855 -0.44
O -10.24993 -6.96034 2.94564 0.05
O -11.58687 -8.58005 2.38837 0.06
H -9.92354 -6.51484 0.61038 0.07
H -10.18540 -8.24513 0.23003 0.11
H -11.57667 -7.10519 0.25274 0.10
C -10.24912 -7.07273 6.37271 0.03
N -9.39221 -6.99316 7.58499 -0.45
O -8.28686 -7.50868 7.52588 0.05
O -9.85901 -6.41588 8.55334 0.05
H -9.70943 -7.60954 5.59519 0.08
H -11.15905 -7.60460 6.64788 0.10
H -10.46687 -6.05331 6.05678 0.10
C -1.77738 -9.83785 5.67053 0.05
N -1.84002 -10.16990 4.22313 -0.43
O -2.76847 -10.87136 3.84637 0.05
O -0.95729 -9.71623 3.51437 0.07
H -2.62095 -10.30579 6.17463 0.10
H -0.83456 -10.22454 6.05551 0.10
H -1.82684 -8.75328 5.76105 0.10
```

Properties
- Net charge: 0
- HOMO energy: -6.731 eV
- E: -5766.46637 Eh
- M: 1427.157 g mol⁻¹

No. 3
Density functional theory data (ωB97M-V/def2-TZVPD) for 4 unconnected molecules or ions with the total composition C36H74N6O5 at a distorted geometry.

XYZ file:
```
121
Properties=species:S:1:pos:R:3:lowdin_charge:R:1
C 0.64442 4.23325 -0.76534 -0.05
O 1.35800 3.55832 -1.80318 -0.11
C 2.52311 2.94759 -1.41937 -0.15
N 2.23689 1.48956 -1.10121 -0.02
C 2.17277 1.30710 0.37875 -0.09
C 1.97291 -0.14830 0.81257 -0.11
N 2.81080 -1.14205 0.15813 -0.11
N 3.95075 -1.55810 0.88043 -0.10
C 4.94042 -0.52877 1.18537 -0.05
C 3.59092 -2.39824 1.98644 -0.48
C 3.53778 -1.84940 3.39519 0.01
O 3.28846 -3.51591 1.80223 0.15
C 3.07356 -0.87374 -1.23526 -0.11
C 3.30383 0.58238 -1.62266 -0.09
H 1.30061 4.62649 0.00573 0.10
H 0.10984 5.05788 -1.21330 0.10
H -0.08022 3.59269 -0.27281 0.09
H 3.21524 2.95360 -2.25231 0.14
H 3.00871 3.42953 -0.58067 0.14
H 1.34911 1.19590 -1.51341 0.20
H 3.03741 1.73106 0.86513 0.13
H 1.32855 1.86910 0.75485 0.13
H 2.04057 -0.17033 1.89031 0.13
H 0.93804 -0.39929 0.58214 0.11
H 5.39771 -0.17822 0.27244 0.08
H 4.58635 0.28821 1.81734 0.08
H 5.74165 -1.00788 1.73350 0.10
H 3.83351 -0.80685 3.45361 0.06
H 2.52156 -1.88776 3.75153 0.07
H 4.20472 -2.39791 4.04055 0.10
H 2.28700 -1.28987 -1.85881 0.13
H 3.97602 -1.40707 -1.49408 0.14
H 4.27890 0.97166 -1.37339 0.12
H 3.24427 0.62966 -2.70618 0.13
C 7.65851 2.92983 -5.57258 -0.01
C 6.80560 1.82393 -4.88939 -0.47
C 7.67417 0.60947 -4.53934 -0.14
C 8.05948 -0.23944 -5.74534 -0.17
C 6.81237 -0.64930 -6.52479 -0.13
C 5.95258 0.54822 -6.92847 -0.49
N 5.65475 1.44133 -5.76338 -0.08
O 4.73340 0.90050 -5.04793 -0.04
C 6.67128 1.31964 -8.05439 -0.04
C 4.65657 0.05346 -7.56776 -0.04
C 6.32883 2.44703 -3.57942 -0.05
H 7.60647 3.86976 -5.02331 0.08
H 8.71046 2.65225 -5.64334 0.09
H 7.31116 3.17750 -6.57085 0.06
H 7.13641 -0.02802 -3.82775 0.12
H 8.57465 0.94742 -4.02278 0.13
H 8.75835 0.30388 -6.38637 0.11
H 8.58779 -1.13287 -5.40777 0.12
H 7.10480 -1.20449 -7.41736 0.13
H 6.22353 -1.33977 -5.91186 0.13
H 6.14373 2.24388 -8.29488 0.09
H 6.70012 0.71614 -8.96067 0.09
H 7.70637 1.56271 -7.82144 0.07
H 4.10028 -0.61690 -6.91422 0.08
H 4.88200 -0.50024 -8.47764 0.09
H 4.00725 0.88873 -7.83526 0.09
H 5.66208 3.29245 -3.76459 0.09
H 7.18932 2.81139 -3.01910 0.09
H 5.80960 1.72851 -2.94290 0.05
C -3.51851 -3.36070 1.33097 -0.01
C -2.52748 -2.19160 1.59300 -0.47
C -1.32463 -2.28358 0.64984 -0.14
C -0.33305 -3.38331 1.01650 -0.16
C 0.10294 -3.23821 2.47252 -0.14
C -1.07733 -3.19464 3.43952 -0.49
N -2.09874 -2.18416 3.02345 -0.08
O -1.67141 -1.01000 3.33022 -0.02
C -1.69034 -4.60641 3.54037 -0.04
C -0.57031 -2.89914 4.84980 -0.04
C -3.30470 -0.92707 1.23580 -0.05
H -4.51174 -2.98912 1.08153 0.08
H -3.19361 -4.00054 0.50895 0.09
H -3.67257 -3.99051 2.20206 0.06
H -0.79251 -1.32426 0.65498 0.09
H -1.67785 -2.42894 -0.37318 0.13
H -0.77166 -4.36820 0.83895 0.11
H 0.54395 -3.31859 0.36688 0.11
H 0.76689 -4.06348 2.73427 0.13
H 0.69666 -2.32257 2.57150 0.09
H -2.60421 -4.59368 4.13579 0.09
H -0.99139 -5.28411 4.03008 0.09
H -1.91398 -5.05186 2.57281 0.07
H 0.00188 -1.97264 4.90041 0.07
H 0.08688 -3.70223 5.18212 0.09
H -1.39745 -2.82757 5.55725 0.10
H -4.15092 -0.77836 1.90755 0.09
H -3.69396 -1.01023 0.22098 0.09
H -2.68582 -0.02986 1.26473 0.07
C -7.34468 0.76478 5.23376 -0.02
C -7.15625 1.50788 3.88031 -0.48
C -7.92703 2.83283 3.88232 -0.14
C -9.43651 2.66596 3.73974 -0.17
C -9.76151 1.82896 2.50362 -0.13
C -9.04041 0.48088 2.50194 -0.49
N -7.57271 0.63169 2.74522 -0.09
O -7.00722 1.04115 1.66471 -0.02
C -9.69246 -0.43174 3.56116 -0.04
C -9.29178 -0.23069 1.17424 -0.04
C -5.66758 1.83364 3.80941 -0.05
H -6.38703 0.57094 5.71670 0.08
H -7.95394 1.33606 5.93559 0.09
H -7.79770 -0.21594 5.12130 0.06
H -7.57135 3.45929 3.05754 0.12
H -7.69990 3.38098 4.79886 0.12
H -9.85779 2.21086 4.64039 0.10
H -9.90461 3.64803 3.64739 0.11
H -10.83944 1.66604 2.44433 0.13
H -9.48636 2.39820 1.61001 0.13
H -9.13654 -1.36446 3.66979 0.09
H -10.70697 -0.69032 3.25854 0.09
H -9.77998 0.03477 4.54073 0.07
H -8.98685 0.36910 0.31818 0.08
H -10.35554 -0.43591 1.06040 0.09
H -8.75946 -1.18275 1.13296 0.09
H -5.06860 0.92240 3.75466 0.08
H -5.36619 2.38136 4.70256 0.09
H -5.41474 2.46030 2.95459 0.08
```

Properties
- Net charge: +1
- Multiplicity: 4
- Expectation value of S²: 3.7622
- HOMO energy (alpha / beta): -9.720 / -10.611 eV
- E: -2120.32747 Eh
- M: 671.025 g mol⁻¹

Question: Which of these has the highest E?
Answer: C36H74N6O5

Question: The highest M belongs to which entry?
Answer: C36H74N20O38S

Question: Which value of M does entry 3 give?
Answer: 671.025 g mol⁻¹